Record 1
{"formula": "C44H48BCl5N6O7P2S2Ti", "method": "ωB97M-V/def2-TZVPD", "symbols": ["Ti", "O", "S", "O", "O", "C", "C", "C", "C", "C", "C", "S", "O", "O", "O", "H", "H", "H", "H", "C", "P", "C", "N", "C", "C", "C", "C", "C", "C", "N", "C", "P", "C", "C", "C", "C", "C", "C", "C", "C", "C", "H", "H", "H", "H", "H", "H", "H", "H", "H", "H", "H", "H", "H", "H", "H", "H", "H", "H", "H", "H", "H", "H", "H", "H", "H", "H", "H", "H", "Cl", "C", "C", "C", "Cl", "C", "Cl", "C", "Cl", "C", "Cl", "B", "C", "N", "H", "H", "H", "C", "C", "C", "C", "C", "N", "C", "O", "N", "C", "C", "C", "C", "N", "C", "C", "C", "H", "H", "H", "H", "H", "H", "H", "H", "H", "H", "H", "H", "H"], "positions_angstrom": [[11.6683, 13.6035, 16.9897], [10.3647, 15.9067, 17.5778], [11.4572, 16.4933, 16.8050], [11.3239, 17.5637, 15.8682], [11.9874, 15.3017, 16.0153], [12.7237, 17.0350, 18.0290], [12.8160, 18.3907, 18.1774], [13.6715, 18.9872, 19.1176], [14.4346, 18.1260, 19.9333], [14.3099, 16.7113, 19.8453], [13.5369, 16.1892, 18.8563], [13.7945, 14.4069, 18.4846], [14.6663, 13.9106, 19.5056], [14.1074, 14.2376, 17.0855], [12.4212, 13.8531, 18.7386], [12.3153, 19.0583, 17.4870], [13.5625, 19.9882, 19.3900], [15.1488, 18.4091, 20.7323], [14.7994, 16.0371, 20.5656], [18.6165, 15.4602, 11.8094], [18.2439, 13.6835, 11.4264], [16.9984, 13.8548, 10.1142], [17.1501, 12.9013, 9.1578], [16.3442, 12.9120, 8.0928], [16.4103, 11.9953, 7.0387], [15.5017, 11.9604, 6.0309], [14.4743, 12.9254, 5.9983], [14.2976, 13.8392, 6.9946], [15.2334, 13.8759, 8.0964], [15.0287, 14.7422, 9.1116], [15.9880, 14.8713, 10.0406], [15.7655, 16.2660, 11.1382], [14.1631, 15.7879, 11.9283], [15.2795, 17.9173, 10.1655], [13.8639, 17.7768, 9.7660], [15.4320, 19.0909, 11.1276], [16.3479, 18.0779, 9.0935], [19.9575, 13.0837, 10.6226], [21.0874, 13.4001, 11.6265], [20.1837, 13.8678, 9.3037], [19.8240, 11.5927, 10.5159], [18.5975, 16.1621, 10.9691], [19.6330, 15.5618, 12.2437], [17.9068, 15.7351, 12.5933], [17.1355, 11.1643, 7.1011], [15.6498, 11.3308, 5.1651], [13.7943, 13.0055, 5.1370], [13.4116, 14.4964, 7.1009], [13.4750, 15.4036, 11.1810], [13.6669, 16.6289, 12.4222], [14.3794, 15.0552, 12.7134], [13.1718, 17.6731, 10.6159], [13.6475, 16.9619, 9.0642], [13.4461, 18.7143, 9.2661], [14.9072, 18.9106, 12.0643], [14.9695, 20.1018, 10.8142], [16.4534, 19.3347, 11.4006], [16.1798, 17.4345, 8.2087], [17.3556, 17.8268, 9.4690], [16.3948, 19.1622, 8.8422], [21.1298, 14.4688, 11.8244], [22.1172, 13.0973, 11.3538], [20.9385, 12.8892, 12.6431], [20.0568, 14.9568, 9.4862], [19.5267, 13.6276, 8.4120], [21.3001, 13.6985, 9.0419], [19.1120, 11.1647, 11.2585], [20.7982, 11.1256, 10.8148], [19.5168, 11.2965, 9.5051], [10.0607, 13.0356, 20.5676], [9.3219, 12.7574, 19.0953], [9.9953, 12.9298, 17.7797], [9.3063, 12.6787, 16.6202], [10.1327, 12.9899, 14.9885], [8.0277, 12.0733, 16.6045], [7.4367, 11.6069, 15.0569], [7.3886, 11.8592, 17.8152], [5.8433, 11.1025, 17.8350], [7.9749, 12.3924, 19.0253], [6.9377, 12.3737, 20.4697], [14.3819, 11.1613, 14.4409], [13.3325, 11.6683, 15.4252], [12.5292, 12.0169, 16.2275], [13.8197, 10.5812, 13.5956], [14.8624, 12.0755, 13.8987], [15.2596, 10.4475, 14.8884], [17.0538, 6.1494, 17.5743], [17.4977, 7.0461, 18.6972], [17.1411, 6.6858, 20.0109], [17.3318, 7.5530, 21.0809], [17.7741, 8.8748, 20.8300], [17.5931, 9.9005, 21.8455], [17.2041, 11.1762, 21.3207], [17.9420, 12.1223, 21.3953], [15.9158, 11.1812, 20.7534], [14.6940, 10.5525, 21.0749], [14.4914, 9.8330, 22.2611], [13.2837, 9.2530, 22.4655], [12.2886, 9.3775, 21.5229], [12.4461, 10.0168, 20.3448], [13.6065, 10.5924, 20.1941], [18.1172, 9.2369, 19.5303], [18.1957, 8.2436, 18.4911], [17.7526, 5.2773, 17.4887], [17.0197, 6.7416, 16.6563], [15.9822, 5.8584, 17.6797], [16.5683, 5.7481, 20.0220], [17.0513, 7.2651, 22.1188], [18.4479, 9.9669, 22.3907], [15.7490, 12.0475, 20.2325], [15.3015, 9.8010, 23.0460], [12.9912, 8.4843, 23.2662], [11.2839, 8.9579, 21.7224], [13.7763, 11.1918, 19.3180], [18.4711, 10.2169, 19.3126], [18.6833, 8.3874, 17.5007]], "mulliken_charge": [-0.657, -0.653, 1.508, -0.668, -0.385, -0.283, -0.458, -0.833, -0.424, -0.346, 0.116, 1.430, -0.617, -0.488, -0.083, 0.475, 0.429, 0.349, 0.459, -1.053, -0.149, 0.272, -0.267, 0.211, -0.387, -0.644, -0.381, -0.662, 0.501, -0.061, 0.158, 0.300, -1.609, 1.735, -1.522, -1.713, -1.699, 1.720, -1.780, -1.434, -1.628, 0.173, 0.418, 0.471, 0.373, 0.379, 0.342, 0.377, 0.415, 0.392, 0.434, 0.313, 0.159, 0.434, 0.404, 0.368, 0.381, 0.292, 0.288, 0.455, 0.462, 0.458, 0.365, 0.259, 0.215, 0.415, 0.344, 0.428, 0.268, -0.129, 0.546, 0.056, 0.532, -0.132, 0.133, -0.184, 0.317, -0.149, 0.245, -0.169, 0.378, 0.338, -0.282, -0.102, -0.233, -0.114, -1.330, 0.764, -0.608, -0.319, 0.170, -0.108, 0.021, -0.621, 0.300, 0.290, 0.042, -0.495, -0.329, -0.440, -0.386, -0.282, -0.898, 0.278, 0.361, 0.370, 0.344, 0.340, 0.330, 0.119, 0.371, 0.254, 0.336, 0.395, 0.473, 0.342], "max_force_ev_per_a": 3.5, "charge": 0, "homo_energy_ev": -7.67, "relative_energy_kj_mol": 435.8, "homo_lumo_gap_ev": 5.19}

***

Record 2
{"formula": "C44H49F11NO38S2", "method": "ωB97M-V/def2-TZVPD", "symbols": ["C", "C", "C", "C", "S", "O", "O", "N", "S", "O", "O", "C", "O", "C", "C", "C", "C", "C", "C", "H", "H", "H", "H", "H", "H", "H", "H", "H", "H", "H", "H", "H", "H", "H", "H", "C", "C", "O", "C", "O", "O", "F", "H", "H", "H", "C", "C", "O", "C", "O", "O", "F", "H", "H", "H", "C", "C", "O", "C", "O", "O", "F", "H", "H", "H", "C", "C", "O", "C", "O", "O", "F", "H", "H", "H", "C", "C", "O", "C", "O", "O", "F", "H", "H", "H", "C", "C", "O", "C", "O", "O", "F", "H", "H", "H", "C", "C", "O", "C", "O", "O", "F", "H", "H", "H", "C", "C", "O", "C", "O", "O", "F", "H", "H", "H", "C", "C", "O", "C", "O", "O", "F", "H", "H", "H", "C", "C", "O", "C", "O", "O", "F", "H", "H", "H", "C", "C", "O", "C", "O", "O", "F", "H", "H", "H"], "positions_angstrom": [[-1.8455, -0.9084, -4.7610], [-2.1416, -2.4584, -4.5116], [-1.1356, -3.0203, -3.4436], [-0.7480, -4.5337, -3.6842], [-1.7991, -2.9233, -1.7035], [-3.2671, -3.1050, -1.7998], [-1.1491, -4.0311, -0.9586], [-1.5640, -1.3910, -1.0564], [-0.5463, -1.3976, 0.2560], [-0.5789, -0.0209, 0.8065], [-0.9773, -2.2899, 1.3576], [1.2371, -1.6594, -0.1852], [1.4478, -2.5875, -1.2769], [2.6235, -2.1451, -1.9166], [3.8863, -1.9215, -1.1911], [5.1021, -1.4243, -1.8447], [5.0429, -1.1541, -3.2868], [3.8172, -1.3854, -4.0395], [2.6085, -1.8885, -3.3595], [-2.8210, -0.3586, -4.7471], [-1.3158, -0.8021, -5.7418], [-1.1865, -0.4918, -3.9478], [-3.2164, -2.6367, -4.2704], [-1.9068, -2.9778, -5.4842], [-0.2142, -2.3864, -3.4354], [-1.6296, -5.2116, -3.5188], [-0.3530, -4.6255, -4.7374], [0.1216, -4.8080, -3.0257], [1.8670, -1.8728, 0.7235], [1.5866, -0.6504, -0.5540], [3.9388, -2.1360, -0.0922], [6.0550, -1.2445, -1.2930], [5.9390, -0.7470, -3.8229], [3.7265, -1.1813, -5.1295], [1.7099, -2.0585, -3.9882], [-2.2586, -2.4836, 4.1834], [-3.2414, -3.1829, 5.0713], [-2.8588, -2.7529, 6.3680], [-2.3126, -1.5171, 6.1980], [-2.1250, -0.7406, 7.0882], [-2.0149, -1.2722, 4.9038], [-3.0984, -4.5290, 5.0003], [-1.3231, -3.0348, 4.0739], [-2.6599, -2.2788, 3.1922], [-4.2850, -2.9148, 4.8894], [-3.3561, -7.7342, 0.5924], [-2.0450, -7.7508, -0.1313], [-2.3790, -8.2983, -1.3927], [-3.6770, -7.9462, -1.6138], [-4.2142, -7.9986, -2.6723], [-4.2829, -7.5183, -0.4699], [-1.1593, -8.5811, 0.4797], [-3.5800, -8.6854, 1.0824], [-3.4136, -6.9374, 1.3328], [-1.5947, -6.7630, -0.2666], [-7.5886, -5.7572, -0.0865], [-8.0229, -7.1014, 0.4080], [-9.2879, -6.8343, 0.9845], [-9.7935, -5.7698, 0.2916], [-10.9344, -5.4384, 0.3157], [-8.8287, -5.1433, -0.4336], [-7.1899, -7.5563, 1.3776], [-7.0952, -5.1636, 0.6863], [-6.9289, -5.8250, -0.9506], [-8.1263, -7.8562, -0.3753], [3.3627, 3.4331, -5.6074], [4.1638, 2.8935, -4.4626], [3.2197, 2.1360, -3.7380], [2.3075, 1.7016, -4.6588], [1.5299, 0.8298, -4.4664], [2.4136, 2.3950, -5.8303], [4.6154, 3.8990, -3.6715], [2.8384, 4.3579, -5.3556], [3.9709, 3.6056, -6.4948], [4.9986, 2.2529, -4.7591], [6.5008, 7.5455, -3.0045], [7.8043, 7.4766, -3.7442], [7.4378, 6.9082, -4.9861], [6.1446, 7.2895, -5.1980], [5.5933, 7.2269, -6.2500], [5.5661, 7.7594, -4.0582], [8.6769, 6.6408, -3.1258], [6.2588, 6.6128, -2.4894], [6.4744, 8.3610, -2.2827], [8.2802, 8.4467, -3.9105], [8.2816, 9.6327, 0.5083], [8.4906, 8.7198, 1.6810], [7.2135, 8.1428, 1.8670], [6.6291, 8.1255, 0.6351], [5.6751, 7.4805, 0.3552], [7.2861, 8.9403, -0.2426], [8.8174, 9.4200, 2.7935], [7.8987, 10.6128, 0.8014], [9.1888, 9.7721, -0.0787], [9.2282, 7.9311, 1.5126], [-3.9479, -0.9196, 10.1179], [-4.3935, 0.4949, 9.9461], [-5.1484, 0.7430, 11.1173], [-4.6074, -0.0642, 12.0790], [-4.8021, 0.0612, 13.2444], [-3.8091, -1.0254, 11.5339], [-5.2119, 0.6204, 8.8713], [-4.6925, -1.6407, 9.7724], [-3.0038, -1.1213, 9.6133], [-3.5774, 1.2168, 9.8758], [-0.2332, 2.7477, 7.3552], [-1.5090, 2.1925, 7.9100], [-2.2232, 3.3543, 8.2964], [-1.8038, 4.3396, 7.4540], [-2.3697, 5.3761, 7.3024], [-0.6632, 3.9904, 6.8024], [-1.2759, 1.4424, 9.0158], [0.5158, 2.9342, 8.1287], [0.2036, 2.1059, 6.5913], [-2.0991, 1.6201, 7.1926], [-4.8065, -0.3666, -8.4365], [-3.3622, 0.0209, -8.5561], [-2.6990, -0.9689, -7.7947], [-3.4851, -2.0847, -7.8792], [-3.1276, -3.1779, -7.5940], [-4.7317, -1.7840, -8.3413], [-3.1322, 1.2303, -7.9892], [-5.2747, 0.0351, -7.5348], [-5.3939, -0.0626, -9.3025], [-2.9778, 0.0149, -9.5796], [5.0087, -5.7568, -3.2995], [4.4678, -6.9947, -3.9540], [3.1307, -6.6436, -4.2427], [3.1341, -5.2891, -4.4269], [2.2538, -4.6818, -4.9388], [4.2791, -4.7256, -3.9540], [4.4661, -8.0442, -3.0943], [4.8011, -5.7246, -2.2272], [6.0807, -5.6368, -3.4534], [4.9805, -7.2770, -4.8774], [-1.9053, 8.1458, 5.7844], [-0.4631, 8.4612, 6.0447], [-0.2533, 9.6398, 5.2883], [-1.4617, 10.2745, 5.2467], [-1.6090, 11.4112, 4.9318], [-2.4733, 9.4458, 5.6182], [0.3473, 7.4877, 5.5642], [-2.0502, 7.5668, 4.8698], [-2.3715, 7.6157, 6.6116], [-0.2256, 8.6519, 7.0943]], "mulliken_charge": [-0.866, -0.207, 1.303, -1.359, 1.153, -0.730, -0.545, -0.582, 1.314, -0.805, -0.612, -0.826, -0.129, 0.342, -0.156, -0.760, -0.519, -0.937, 0.344, 0.189, 0.184, 0.357, 0.330, 0.200, -1.078, 0.225, 0.470, 0.214, 0.178, 0.463, 0.278, 0.374, 0.391, 0.442, 0.357, -0.386, 0.441, -0.331, 0.584, -0.467, -0.275, -0.294, 0.213, 0.214, 0.284, -0.453, 0.629, -0.329, 0.614, -0.538, -0.188, -0.313, 0.281, 0.270, 0.050, -0.360, 0.443, -0.329, 0.575, -0.508, -0.314, -0.295, 0.246, 0.256, 0.280, -0.429, 0.338, -0.228, 0.509, -0.380, -0.316, -0.297, 0.270, 0.277, 0.242, -0.119, 0.359, -0.327, 0.616, -0.521, -0.329, -0.298, 0.247, 0.109, 0.313, -0.452, 0.304, -0.311, 0.644, -0.467, -0.320, -0.286, 0.265, 0.298, 0.285, -0.205, 0.612, -0.367, 0.559, -0.510, -0.346, -0.299, 0.260, 0.136, 0.125, -0.471, 0.393, -0.267, 0.560, -0.506, -0.283, -0.304, 0.277, 0.297, 0.320, -0.445, 0.298, -0.183, 0.637, -0.494, -0.331, -0.288, 0.292, 0.271, 0.250, -0.496, 0.294, -0.295, 0.594, -0.450, -0.169, -0.304, 0.281, 0.262, 0.289, -0.250, 0.347, -0.313, 0.590, -0.510, -0.318, -0.282, 0.244, 0.225, 0.284], "max_force_ev_per_a": 4.1, "charge": -1, "homo_energy_ev": -6.25, "homo_lumo_gap_ev": 7.35}

***

> Among the records above, which one has the highest charge?

C44H48BCl5N6O7P2S2Ti